[1]
ORCA calculation (ωB97M-V/def2-TZVPD) on the ion C10H20N with charge +1 at a distorted geometry.

Each line ends with the Löwdin charge.
CARTESIAN COORDINATES (ANGSTROEM)
C -1.66 -1.11 -0.39  0.0840
C -1.49 -2.33 -0.46  0.1081
C -2.03 0.24 -0.11  -0.3272
C -0.72 0.91 -0.22  -0.3597
C -2.80 0.61 1.14  0.0065
C -0.77 2.15 -1.03  -0.0147
C 2.15 0.98 0.63  -0.0217
C 1.21 -1.20 1.29  -0.0542
C 2.66 -1.03 -0.94  0.0000
C 1.60 -0.44 0.03  -0.5096
N 0.32 -0.08 -0.67  0.0444
H -0.64 -2.87 -0.82  0.0990
H -2.31 -3.14 -0.38  0.1588
H -2.75 0.44 -0.98  0.1966
H -0.37 1.10 0.82  0.1526
H -3.82 0.32 1.14  0.0855
H -2.90 1.69 1.06  0.1014
H -2.35 0.34 2.05  0.0793
H -1.05 1.94 -2.08  0.1078
H 0.06 2.85 -1.05  0.0945
H -1.66 2.64 -0.77  0.0659
H 2.05 1.78 -0.10  0.0728
H 1.75 1.21 1.58  0.0578
H 3.23 0.97 0.80  0.0860
H 1.87 -1.34 2.19  0.1111
H 0.97 -2.25 0.93  0.0889
H 0.30 -0.77 1.74  0.0757
H 3.16 -1.93 -0.74  0.0600
H 2.06 -1.23 -1.93  0.1104
H 3.43 -0.20 -1.07  0.1060
H 0.48 -0.24 -1.67  0.1338

HOMO energy (eV): -13.14
Largest force on an atom (eV/Å): 5.39
Spin multiplicity: 1
Total charge: +1
LUMO energy (eV): -4.9

=====

[2]
ORCA calculation (ωB97M-V/def2-TZVPD) on a cluster of 3 separate species, C10H20N3O in total at a distorted geometry.

Each line ends with the Löwdin charge.
CARTESIAN COORDINATES (ANGSTROEM)
C -3.97 0.46 -0.66  -0.1231
C -3.20 0.75 0.31  0.1998
C -5.46 0.61 -0.47  -0.2864
C -0.88 -3.27 0.44  -0.1158
C 0.52 -3.08 -0.17  -0.1420
C -1.48 -1.95 0.02  -0.1490
C 0.89 -1.64 0.17  -0.0995
C 3.67 1.58 -0.97  -0.1124
C 2.91 3.11 0.70  -0.1863
C -0.60 0.27 0.12  -0.0711
N -0.43 -1.00 0.12  -0.0819
N 0.29 1.19 0.35  0.1805
N 3.19 1.75 0.42  -0.2095
O -5.99 1.18 0.41  0.1121
H -3.79 -0.04 -1.67  0.1469
H -3.26 0.80 1.34  0.0651
H -6.09 0.16 -1.40  0.1658
H -1.18 -4.17 0.04  0.0941
H -0.68 -3.51 1.47  0.1231
H 1.21 -3.75 0.20  0.0944
H 0.29 -3.26 -1.22  0.1231
H -1.88 -1.89 -0.94  0.1133
H -2.26 -1.56 0.67  0.1105
H 1.43 -1.66 1.16  0.1597
H 1.63 -1.29 -0.43  0.0833
H 2.89 1.98 -1.59  0.0648
H 4.53 2.24 -1.16  0.0873
H 3.91 0.56 -1.26  0.0810
H 2.14 3.63 0.03  0.1056
H 2.73 3.36 1.79  0.0990
H 3.77 3.78 0.61  0.0755
H 1.31 1.14 0.22  0.0721
H -0.08 2.13 0.33  0.1172
H 3.92 1.41 1.01  0.1028

HOMO energy (spin up / spin down) (eV): -12.44 / -12.37
Largest force on an atom (eV/Å): 3.62
Spin multiplicity: 1
Total charge: +1
LUMO energy (spin up / spin down) (eV): -4.6 / -5.0

=====

[3]
ORCA calculation (ωB97M-V/def2-TZVPD) on the ion C10H20NO with charge +1 at a distorted geometry.

Each line ends with the Löwdin charge.
CARTESIAN COORDINATES (ANGSTROEM)
C -0.20 -0.32 0.58  -0.0728
C 0.77 1.57 1.35  -0.0154
C 1.02 1.64 -0.17  -0.4948
C 0.19 2.75 -0.82  -0.0044
C 2.51 1.79 -0.49  -0.0039
C -1.06 -2.03 2.07  -0.0137
C -0.50 -2.65 -0.30  -0.0181
C -2.44 -1.12 0.17  0.0042
C 0.60 -0.15 -1.96  -0.0302
C -1.03 -1.54 0.61  -0.5089
N 0.51 0.34 -0.62  0.0099
O -0.03 0.42 1.60  0.0999
H 1.69 1.44 1.93  0.1490
H 0.24 2.44 1.74  0.1508
H 0.38 2.80 -1.89  0.0886
H 0.44 3.71 -0.40  0.1003
H -0.88 2.57 -0.68  0.0978
H 2.67 2.19 -1.48  0.0893
H 3.02 0.83 -0.41  0.0999
H 2.96 2.48 0.22  0.0960
H -1.59 -2.97 2.13  0.1028
H -0.05 -2.18 2.45  0.1003
H -1.56 -1.31 2.72  0.0960
H -1.09 -3.55 -0.13  0.1022
H 0.53 -2.89 -0.08  0.1021
H -0.61 -2.39 -1.35  0.0731
H -3.11 -1.97 0.28  0.1065
H -2.45 -0.81 -0.87  0.0890
H -2.82 -0.30 0.78  0.0995
H -0.39 -0.31 -2.40  0.1011
H 1.17 -1.08 -2.01  0.1018
H 1.11 0.60 -2.56  0.1019

HOMO energy (eV): -13.71
Largest force on an atom (eV/Å): 7.07
Spin multiplicity: 1
SMILES: C[N+]1=C(C(C)(C)C)OCC1(C)C
Total charge: +1
LUMO energy (eV): -3.6

=====

[4]
ORCA calculation (ωB97M-V/def2-TZVPD) on an isolated molecule of C10H20P2 at a distorted geometry.

Each line ends with the Löwdin charge.
CARTESIAN COORDINATES (ANGSTROEM)
C -2.09 0.23 0.34  -0.5044
C 2.05 -0.44 -0.30  -0.4536
C -4.08 1.25 -0.68  -0.0755
C -4.23 0.12 1.46  -0.0673
C -3.76 -1.33 -0.66  -0.0917
C 4.16 -1.00 0.88  -0.0939
C 3.54 1.38 0.42  -0.0992
C 4.39 -0.21 -1.40  -0.0742
C -3.58 0.05 0.05  -0.6731
C 3.51 -0.07 -0.13  -0.7138
P -0.92 -0.95 0.27  0.6740
P 0.83 0.21 0.66  0.6870
H -1.80 1.27 0.46  0.0437
H 1.88 -1.29 -1.08  0.0900
H -5.08 1.07 -0.87  0.0626
H -3.88 2.20 -0.28  0.0745
H -3.70 1.25 -1.66  0.0799
H -5.34 0.43 1.25  0.1101
H -3.85 1.14 1.81  0.0946
H -3.96 -0.71 2.15  0.0894
H -4.63 -1.48 -1.16  0.0262
H -2.96 -1.57 -1.39  0.0631
H -3.76 -2.13 0.14  0.0946
H 5.18 -0.77 1.18  0.0694
H 3.49 -0.86 1.81  0.1029
H 4.15 -2.10 0.50  0.1144
H 4.53 1.58 0.69  0.0703
H 2.85 1.40 1.22  -0.0077
H 3.13 1.94 -0.39  0.0785
H 5.39 -0.05 -1.14  0.0482
H 4.25 -1.15 -2.01  0.1002
H 4.28 0.58 -2.16  0.0807

HOMO energy (eV): -8.38
Largest force on an atom (eV/Å): 3.65
Spin multiplicity: 1
SMILES: CC(C)(C)C=P#P=CC(C)(C)C
LUMO energy (eV): -0.1

=====

[5]
ORCA calculation (ωB97M-V/def2-TZVPD) on a structure of composition C10H21Br2FInO4Si at a distorted geometry.

Each line ends with the Löwdin charge.
CARTESIAN COORDINATES (ANGSTROEM)
C -1.16 -6.12 -0.04  -0.1867
C -2.09 -4.81 -0.25  -0.7808
Br -3.08 -4.51 -1.95  0.6079
C -2.18 -3.84 0.77  -0.7177
Br -1.16 -4.13 2.48  0.5021
In -3.46 -1.96 0.45  0.6466
O -5.34 -2.49 -0.37  -0.4599
F -3.71 -0.87 2.25  -0.5702
Si -2.11 -0.52 -1.24  0.4394
C -3.27 -0.17 -2.74  -0.2674
C -1.55 1.11 -0.36  -0.2679
C -0.49 -1.47 -1.75  -0.2675
H -1.22 -6.83 -0.91  0.0572
H -0.10 -5.72 0.10  0.0665
H -1.49 -6.57 0.95  0.0516
H -5.69 -3.16 0.24  -0.0560
H -4.09 -0.97 -2.70  0.0217
H -3.76 0.84 -2.68  0.0275
H -2.67 -0.35 -3.69  0.0218
H -1.72 1.99 -1.06  0.0246
H -2.13 1.24 0.61  0.0246
H -0.43 1.05 -0.12  0.0191
H -0.14 -2.17 -0.92  0.0198
H -0.62 -2.03 -2.74  0.0265
H 0.33 -0.68 -1.85  0.0217
C 4.42 5.67 0.74  -0.0723
C 2.96 5.25 0.83  -0.2163
O 2.78 3.89 0.43  0.0346
C 3.17 2.97 1.32  -0.5946
O 3.64 3.18 2.40  0.1159
O 2.96 1.76 0.77  0.0037
C 3.43 0.68 1.58  -0.0421
H 4.81 5.48 -0.27  0.0802
H 4.54 6.73 0.97  0.0768
H 5.04 5.09 1.43  0.0722
H 2.37 5.87 0.15  0.1218
H 2.56 5.41 1.84  0.1248
H 3.02 0.72 2.58  0.0986
H 4.52 0.69 1.61  0.0961
H 3.11 -0.25 1.11  0.0959

HOMO energy (eV): -4.63
Largest force on an atom (eV/Å): 3.48
Spin multiplicity: 1
Total charge: -1
LUMO energy (eV): 2.5

=====

[6]
ORCA calculation (ωB97M-V/def2-TZVPD) on a cluster of 4 separate species, C10H21Br2NO7S in total at a distorted geometry.

Each line ends with the Löwdin charge.
CARTESIAN COORDINATES (ANGSTROEM)
C -2.21 2.48 -3.15  -0.1108
C -2.24 1.08 -2.24  -0.5677
Br -4.02 0.35 -1.55  0.5708
C -0.95 0.35 -1.92  -0.6527
Br -1.04 -1.36 -0.81  0.6501
O 0.34 0.88 -2.47  -0.4045
S 1.28 1.56 -1.19  1.0828
O 0.74 3.01 -0.86  -0.4447
O 2.94 1.65 -1.69  -0.3601
N 3.11 2.63 -2.59  -0.0508
C 2.94 2.15 -3.89  0.0475
O 2.36 1.49 -4.93  0.0290
H -1.88 2.29 -4.26  0.0976
H -3.26 3.01 -3.04  0.0868
H -1.44 3.20 -2.57  0.0832
C -3.24 -4.51 2.83  -0.0935
C -2.66 -4.42 1.44  -0.3209
O -1.58 -3.50 1.41  -0.1692
H -3.59 -3.53 3.16  0.0780
H -4.07 -5.21 2.87  0.0733
H -2.47 -4.83 3.55  0.0740
H -3.42 -4.08 0.73  0.1130
H -2.29 -5.40 1.10  0.1097
H -0.91 -3.82 2.04  0.0553
C 3.42 -5.17 2.11  -0.0931
C 1.99 -5.61 1.84  -0.3148
O 1.11 -4.50 2.00  -0.1002
H 3.51 -4.77 3.13  0.0788
H 4.11 -6.01 2.00  0.0755
H 3.72 -4.37 1.43  0.0738
H 1.69 -6.39 2.54  0.1159
H 1.89 -5.99 0.82  0.1116
H 1.38 -3.82 1.36  0.0963
C 1.41 6.96 0.20  -0.0956
C -0.10 7.00 0.30  -0.3290
O -0.68 6.41 -0.85  -0.0940
H 1.75 7.49 -0.69  0.0772
H 1.87 7.41 1.08  0.0723
H 1.76 5.93 0.11  0.0674
H -0.45 8.03 0.37  0.1116
H -0.45 6.46 1.19  0.1074
H -0.37 5.49 -0.90  0.0629

HOMO energy (eV): -9.24
Largest force on an atom (eV/Å): 11.35
Spin multiplicity: 1
LUMO energy (eV): -1.9

=====

[7]
ORCA calculation (ωB97M-V/def2-TZVPD) on a structure of composition C10H21Cl2GdOP at a distorted geometry.

Each line ends with the Mulliken spin population.
CARTESIAN COORDINATES (ANGSTROEM)
Gd 0.58 -1.32 0.51  5.9466
Cl 0.75 -2.17 -1.81  0.0125
Cl 1.35 -3.02 2.19  0.0559
C -1.62 0.08 0.79  0.9796
H -2.32 0.91 0.97  -0.0059
H -1.96 -0.89 1.29  -0.0701
C -1.11 2.46 -1.22  0.0190
C -2.24 2.69 -0.50  0.0100
H -0.12 2.69 -0.80  -0.0049
C -3.60 2.22 -0.89  0.0095
H -2.16 3.14 0.49  -0.0003
C -3.50 1.16 -2.01  -0.0235
H -4.14 1.83 -0.03  -0.0095
H -4.17 3.08 -1.29  -0.0039
C -2.55 1.64 -3.11  -0.0080
H -3.11 0.26 -1.55  0.0245
H -4.50 0.96 -2.42  -0.0041
C -1.12 1.83 -2.58  0.0008
H -2.55 0.92 -3.94  -0.0032
H -2.91 2.59 -3.51  -0.0004
H -0.59 0.86 -2.57  -0.0001
H -0.55 2.47 -3.28  0.0029
C 2.79 0.26 3.26  -0.2625
P 2.93 1.01 1.64  0.6887
C 2.62 2.76 1.81  -0.1404
C 4.59 0.75 0.99  -0.1499
O 1.92 0.41 0.65  -0.1107
H 3.75 0.33 3.77  0.0228
H 2.49 -0.79 3.19  0.0343
H 2.04 0.80 3.84  -0.0002
H 3.53 3.29 2.16  0.0323
H 2.31 3.17 0.84  0.0025
H 1.82 2.93 2.54  -0.0274
H 4.76 -0.33 0.83  -0.0206
H 4.68 1.26 0.02  -0.0019
H 5.34 1.15 1.68  0.0056

HOMO energy (spin up / spin down) (eV): -2.81 / -0.56
Largest force on an atom (eV/Å): 2.85
Spin multiplicity: 8
Total charge: -1
LUMO energy (spin up / spin down) (eV): 2.3 / 2.5

=====

[8]
ORCA calculation (ωB97M-V/def2-TZVPD) on a cluster of 3 separate species, C10H21ClNO3 in total at a distorted geometry.

Each line ends with the Löwdin charge.
CARTESIAN COORDINATES (ANGSTROEM)
C -6.75 -17.82 -5.65  -0.0829
C -6.38 -17.66 -4.17  -0.2337
C -4.87 -17.48 -4.03  -0.1318
N -4.30 -17.78 -2.66  -0.2618
C -4.88 -16.88 -1.57  -0.1106
C -4.61 -15.38 -1.80  -0.1161
C -3.03 -15.03 -1.85  -0.1180
C -2.41 -16.01 -2.90  -0.1670
C -2.77 -17.49 -2.71  -0.0903
C -4.47 -19.28 -2.35  0.0414
H -7.81 -17.96 -5.85  0.0805
H -6.26 -18.75 -5.95  0.0823
H -6.29 -17.07 -6.29  0.0893
H -6.90 -18.44 -3.61  0.1098
H -6.83 -16.75 -3.78  0.1028
H -4.54 -16.47 -4.24  0.1216
H -4.38 -18.14 -4.74  0.1427
H -5.93 -17.18 -1.47  0.1231
H -4.44 -17.38 -0.71  0.1330
H -5.06 -15.04 -2.73  0.1097
H -5.02 -14.93 -0.89  0.1115
H -2.92 -14.03 -2.28  0.1108
H -2.49 -15.18 -0.91  0.1099
H -2.61 -15.78 -3.95  0.1157
H -1.33 -15.88 -3.00  0.1302
H -2.42 -17.97 -3.62  0.1439
H -2.30 -17.97 -1.85  0.1302
H -3.63 -19.52 -1.71  0.0979
H -4.28 -19.88 -3.24  0.1184
H -5.48 -19.45 -1.95  0.1024
Cl -0.79 -20.04 -8.20  -0.9939
O 0.90 -14.64 -8.67  0.0428
C 2.07 -14.05 -8.73  -0.9630
O 3.05 -14.64 -8.27  -0.0822
O 2.08 -12.93 -9.27  -0.0903
H 1.07 -15.54 -8.37  0.0918

HOMO energy (eV): -2.94
Largest force on an atom (eV/Å): 3.32
Spin multiplicity: 1
Total charge: -1
LUMO energy (eV): 0.7